# 1
Below is a 3-piece molecular cluster, C4H13NO2 overall in a non-equilibrium geometry, with properties calculated with ωB97M-V/def2-TZVPD.

Cartesian coordinates (Å):
C  -1.03  0.99  -1.59
N  -0.52  -0.15  -1.41
C  -0.34  -0.58  -0.02
C  1.09  -0.25  0.43
C  1.33  -0.67  1.87
H  -1.03  1.68  -0.74
H  -0.97  1.60  -2.50
H  -1.01  0.01  0.61
H  -0.67  -1.62  0.06
H  1.80  -0.72  -0.25
H  1.20  0.83  0.32
H  2.21  -0.17  2.26
H  0.50  -0.41  2.53
H  1.46  -1.75  1.94
O  -0.52  -2.82  -2.43
H  -0.55  -1.86  -2.24
H  -0.17  -2.85  -3.34
O  -1.15  2.67  1.28
H  -0.89  2.60  2.20
H  -0.74  3.48  1.02

The spin multiplicity is 1. Its relative energy (zero: lowest compared OMol25 entry of this formula, charge and spin) is 30.2 kcal/mol. Its net charge is 0. The LUMO energy is 0.50 eV. The calculation puts the energy at -365.394370 hartree. The structure (SMILES) is C=NCCC.O.O.

***

# 2
Below is a 3-piece molecular cluster, C4H13NO2 overall in a non-equilibrium geometry, with properties calculated with ωB97M-V/def2-TZVPD.

Cartesian coordinates (Å):
C  -0.82  1.41  -1.21
C  0.08  1.66  -0.04
C  0.28  0.89  1.04
C  1.36  1.07  2.06
N  -0.30  -0.42  1.22
H  -1.80  1.10  -0.86
H  -0.81  2.14  -2.00
H  -0.27  0.53  -1.60
H  0.51  2.66  0.08
H  2.02  0.20  2.07
H  1.07  1.25  3.11
H  1.98  1.98  2.07
H  -1.31  -0.33  1.16
H  0.01  -0.82  2.09
O  0.42  -3.16  0.14
H  -0.03  -2.98  -0.71
H  0.66  -2.30  0.52
O  -1.37  -1.79  -3.17
H  -0.87  -2.01  -2.39
H  -0.81  -1.09  -3.57

The spin multiplicity is 1. Its relative energy (zero: lowest compared OMol25 entry of this formula, charge and spin) is 31.4 kcal/mol. Its net charge is 0. The LUMO energy is 0.59 eV. The calculation puts the energy at -365.392457 hartree. The structure (SMILES) is C/C=C(/C)N.O.O.